1.
Here is a single C17H19FN2O4 molecule in a non-equilibrium geometry from OMol25. Energies are from ωB97M-V/def2-TZVPD.

Summary:
SMILES: CC[C@]1(C(=O)OC)N[C@H](c2cccc(F)c2)[C@H]2C(=O)N(C)C(=O)[C@H]21
E_HOMO (hartree): -0.3340
HOMO-LUMO gap (eV): 9.683

Structure (ORCA input):
```
! wB97M-V def2-TZVPD RIJCOSX def2/J DEFGRID3
* xyz 0 1
C 3.32 -0.21 -1.80
C 2.41 0.83 -1.19
C 0.99 0.33 -0.94
C 0.50 0.10 -2.37
O -0.15 0.99 -2.89
O 0.81 -1.08 -2.92
C 0.02 -1.40 -4.10
N 0.32 1.38 -0.12
C -0.77 0.74 0.62
C -1.20 1.76 1.70
C -0.89 3.11 1.62
C -1.33 4.01 2.56
C -1.96 3.58 3.69
C -2.36 2.21 3.86
F -3.01 1.77 4.94
C -1.92 1.34 2.81
C -0.16 -0.55 1.04
C -0.90 -1.81 0.98
O -2.06 -1.86 1.47
N -0.39 -2.78 0.11
C -1.03 -4.10 0.18
C 0.83 -2.35 -0.38
O 1.59 -3.06 -1.03
C 1.03 -0.90 0.09
H 4.34 0.07 -1.81
H 3.13 -0.42 -2.88
H 3.37 -1.14 -1.24
H 2.81 1.06 -0.21
H 2.41 1.72 -1.84
H -0.91 -1.98 -3.74
H 0.55 -2.04 -4.87
H -0.20 -0.52 -4.78
H -0.03 2.15 -0.78
H -1.60 0.60 -0.09
H -0.28 3.42 0.73
H -1.14 5.14 2.49
H -2.22 4.15 4.53
H -2.24 0.31 2.94
H 0.14 -0.36 2.12
H -2.11 -3.93 0.25
H -0.82 -4.54 1.16
H -0.77 -4.86 -0.53
H 1.89 -0.87 0.62
*
```

***

2.
Here is a molecular structure, C26H33N4OS4Zr in a non-equilibrium geometry from OMol25. Energies are from ωB97M-V/def2-TZVPD.

Summary:
E_HOMO (hartree): -0.3814
HOMO-LUMO gap (eV): 7.945

Structure (ORCA input):
```
! wB97M-V def2-TZVPD RIJCOSX def2/J DEFGRID3
* xyz 1 1
Zr -0.51 0.10 -1.11
S -0.53 -1.56 0.88
C 0.85 -1.76 2.01
C 0.44 -1.92 3.34
C 1.39 -2.01 4.35
C 2.80 -1.82 4.09
C 3.15 -1.70 2.82
C 2.15 -1.73 1.76
S 2.80 -1.48 0.07
C 3.84 -0.03 0.24
C 3.35 1.07 1.16
C 4.27 1.86 1.79
C 3.81 2.69 2.81
C 2.45 2.72 2.99
C 1.60 1.99 2.19
C 0.13 2.09 2.46
S -0.78 2.19 0.84
C -2.46 2.03 1.37
C -2.94 2.34 2.61
C -4.27 2.16 2.90
C -5.20 1.75 1.92
C -4.70 1.54 0.60
C -3.36 1.69 0.33
S -2.65 1.31 -1.26
N 2.05 1.13 1.30
H -0.64 -1.95 3.67
H 1.05 -2.06 5.39
H 3.42 -1.81 4.97
H 4.22 -1.64 2.60
H 3.83 0.32 -0.77
H 4.86 -0.37 0.46
H 5.31 1.83 1.43
H 4.36 3.32 3.51
H 1.97 3.42 3.71
H -0.19 2.99 2.95
H -0.27 1.19 2.95
H -2.23 2.58 3.35
H -4.66 2.38 3.92
H -6.21 1.52 2.21
H -5.42 1.22 -0.18
C -2.97 -1.65 -2.74
C -2.42 -0.64 -3.83
N -1.17 0.05 -3.42
C -0.05 -0.34 -4.29
C 0.53 -1.68 -3.79
N 0.63 -1.76 -2.37
C 0.25 -3.08 -1.79
C -1.32 -3.17 -1.75
N -2.03 -1.92 -1.62
H -3.75 -1.12 -2.22
H -3.42 -2.52 -3.21
H -2.29 -1.15 -4.77
H -3.09 0.23 -3.95
H -1.24 1.00 -3.72
H -0.32 -0.40 -5.33
H 0.74 0.39 -4.09
H -0.16 -2.51 -4.06
H 1.46 -1.91 -4.28
H 1.60 -1.66 -2.10
H 0.59 -3.84 -2.52
H 0.74 -3.20 -0.82
H -1.57 -3.67 -2.70
H -1.59 -3.79 -0.89
H -2.53 -1.82 -0.75
C 1.26 2.56 -2.36
O 0.91 1.35 -1.77
H 1.39 2.46 -3.45
H 2.20 2.86 -1.90
H 0.53 3.35 -2.17
*
```

***

Which ΔE to the lowest compared entry with this formula, charge and spin belongs to each record? In order, 215.8, 51.7 kJ/mol.